ORCA calculation (ωB97M-V/def2-TZVPD) on the ion C5H13N2O with charge -1 at a distorted geometry.

```
! wB97M-V def2-TZVPD RIJCOSX def2/J DEFGRID3
* xyz -1 1
C 1.2027 -0.0080 2.2676
O 0.6944 -0.6180 3.3251
C 0.0901 -0.3428 1.1042
C 0.6468 -0.2562 -0.3754
C -0.4074 -0.3561 -1.4890
C -1.2704 0.8448 -1.5920
N -0.6748 2.0057 -2.3586
N -0.3420 -1.7931 1.4724
H 2.1807 -0.3824 1.8321
H 1.2715 1.0026 2.4609
H -0.8248 0.1752 1.3128
H 1.3783 -1.1760 -0.3531
H 1.2358 0.7683 -0.4733
H -1.1406 -1.2547 -1.3375
H 0.1748 -0.6590 -2.5031
H -2.2156 0.5171 -2.0866
H -1.6434 1.1926 -0.6435
H 0.2435 1.8971 -2.6981
H -0.5975 2.6542 -1.5880
H 0.3653 -2.4719 1.1577
H -0.3675 -1.7393 2.5653
*
```

Calculated values
Orbital gap   6.5 eV
Largest force on an atom   0.0754 Eh/bohr
HOMO energy   -2.610 eV

Listed below, in e, are the Mulliken charges computed for each atom: -0.52 -0.92 0.09 -0.47 -0.40 -0.56 -0.66 -0.83 0.20 0.30 0.21 0.32 0.04 0.32 0.22 0.23 0.29 0.28 0.28 0.22 0.37

ORCA calculation (ωB97M-V/def2-TZVPD) on a structure of composition C25H38F16InO6 at a distorted geometry.

```
! wB97M-V def2-TZVPD RIJCOSX def2/J DEFGRID3
* xyz -1 1
C 0.1037 4.7938 0.7394
C -1.0915 3.9472 0.3104
O -2.1593 4.4155 0.3014
O -0.7974 2.6777 0.0166
C -1.4781 2.1704 -1.1375
C -2.1648 0.7836 -0.8805
C -2.4482 0.5312 0.6291
C -1.3413 -0.3810 1.2141
C -1.9373 -1.7027 1.7968
C -1.4078 -2.9108 0.9733
C 0.0959 -3.1247 1.2874
C 0.5725 -4.5768 1.0360
In 2.6764 -4.8598 1.8311
C 3.9295 -3.6464 0.3639
C 3.3255 -3.9426 -1.0243
C 3.9344 -3.1376 -2.1855
C 3.1543 -3.5011 -3.4838
O 2.3666 -2.4066 -4.0300
C 1.3094 -2.1705 -3.2049
O 1.2386 -1.1617 -2.6647
H 0.9855 4.5925 0.1368
H 0.2662 4.5655 1.7980
H -0.2145 5.8322 0.7097
H -0.7099 1.9854 -1.8931
H -2.1904 2.8612 -1.5848
H -3.0883 0.6900 -1.4564
H -1.5192 -0.0070 -1.2674
H -2.5417 1.4632 1.1904
H -3.4342 0.0642 0.6674
H -0.7305 0.1340 1.9597
H -0.6396 -0.6874 0.4364
H -3.0302 -1.7448 1.7944
H -1.5833 -1.7852 2.8297
H -1.5166 -2.6342 -0.0826
H -2.0157 -3.7871 1.2118
H 0.6363 -2.5032 0.5601
H 0.3604 -2.7718 2.2887
H -0.1418 -5.3130 1.4245
H 0.5673 -4.6899 -0.0598
H 2.8608 -4.3314 3.5242
H 3.1224 -6.5872 1.5624
H 4.9817 -3.9546 0.4234
H 3.9055 -2.5756 0.6067
H 2.2643 -3.6650 -0.9589
H 3.3636 -5.0294 -1.1621
H 4.9866 -3.3594 -2.3772
H 3.8135 -2.0827 -1.9345
H 2.4392 -4.3027 -3.2415
H 3.8072 -3.9196 -4.2501
H 0.5215 -2.9339 -3.1357
C -2.1163 -1.5210 -6.8964
C -3.4640 -1.7319 -6.1904
C -4.4855 -0.6060 -6.3378
F -4.0217 0.5650 -5.8527
F -5.6064 -0.9188 -5.6399
F -3.2447 -2.0143 -4.8899
F -4.0221 -2.8515 -6.7374
O -1.0574 -1.0024 -6.1153
C -0.9975 0.3650 -5.9274
C -1.2494 0.7592 -4.4730
F -2.4251 0.2749 -4.0231
F -1.3116 2.1054 -4.3454
F -1.8377 0.9934 -6.7788
F 0.2506 0.7475 -6.2623
H -1.7733 -2.5139 -7.1839
H -2.2299 -0.9741 -7.8332
H -4.7659 -0.4719 -7.3870
H -0.4549 0.3834 -3.8215
C 0.2575 3.9765 5.2468
C 0.9990 5.3148 5.3893
C 2.5242 5.2408 5.3982
F 2.9868 4.4797 6.4120
F 3.0355 6.4887 5.5618
F 0.5393 5.9616 6.4832
F 0.6412 6.0777 4.3165
O -0.1798 3.3588 6.4434
C 0.7318 2.6020 7.1546
C 1.0767 3.2317 8.5047
F 1.5227 4.4968 8.3530
F 2.0594 2.5211 9.1056
F 1.8291 2.3652 6.4108
F 0.1498 1.4076 7.3826
H -0.6639 4.2023 4.7112
H 0.7971 3.2773 4.6066
H 2.8989 4.8418 4.4510
H 0.2000 3.2472 9.1556
*
```

Calculated values
Orbital gap   6.3 eV
Largest force on an atom   0.1050 Eh/bohr
HOMO energy   -4.343 eV

Listed below, in e, are the Mulliken charges computed for each atom: -0.76 0.71 -0.53 -0.30 -0.44 -0.31 -0.85 -0.31 -0.96 -0.72 -0.14 -1.35 0.75 -1.38 -0.02 -0.47 -0.79 -0.42 0.15 -0.49 0.32 -0.09 0.36 0.07 0.44 0.52 -0.04 0.32 0.50 0.46 0.02 0.40 0.44 0.10 0.57 0.03 0.39 0.50 0.24 -0.39 -0.39 0.43 0.33 -0.21 0.36 0.41 0.25 0.41 0.38 0.46 -0.70 0.85 0.05 -0.18 -0.28 -0.22 -0.34 -0.33 0.73 0.69 -0.26 -0.31 -0.29 -0.29 0.42 0.31 0.28 -0.07 -0.74 0.91 0.11 -0.22 -0.28 -0.29 -0.31 -0.42 0.72 0.21 -0.21 -0.26 -0.27 -0.29 0.40 0.41 0.29 0.24

ORCA calculation (ωB97M-V/def2-TZVPD) on a structure of composition C19H46O15P3Tl at a distorted geometry.

```
! wB97M-V def2-TZVPD RIJCOSX def2/J DEFGRID3
* xyz 2 1
Tl 0.3113 -1.6510 -2.0442
O -2.2443 4.6305 1.7523
C -1.8819 3.4171 1.2619
O -0.7785 2.8757 1.4684
O -2.6157 2.8380 0.4656
H -3.0629 4.7306 1.2609
C -7.2720 -8.7829 0.2361
C -6.8781 -7.2811 0.5672
O -7.9040 -6.4899 0.0692
P -7.6146 -4.9099 -0.1148
O -6.2328 -4.5477 -0.5919
O -8.7580 -4.4479 -1.1861
C -8.8279 -4.9864 -2.4755
C -9.7338 -4.1902 -3.3818
O -8.1730 -4.3070 1.3139
C -9.5064 -4.4117 1.6478
C -9.6680 -5.5552 2.6753
H -7.8743 -9.1102 1.0836
H -7.7121 -8.8282 -0.7601
H -6.3812 -9.4109 0.2273
H -6.7723 -7.1845 1.6477
H -5.9777 -6.9730 0.0357
H -7.8078 -5.0145 -2.8585
H -9.1556 -6.0209 -2.3729
H -9.2131 -3.3107 -3.7606
H -10.1468 -4.7867 -4.1953
H -10.5563 -3.7869 -2.7911
H -9.8740 -3.4654 2.0446
H -10.1770 -4.5693 0.8031
H -10.6740 -5.5130 3.0927
H -9.3720 -6.5605 2.3753
H -9.0359 -5.3560 3.5407
C 9.5420 -3.5187 2.4921
C 8.1181 -3.2087 2.9624
O 8.0212 -1.9568 3.5420
P 6.5915 -1.4071 4.0641
O 5.5951 -1.3727 2.9780
O 7.0335 0.0558 4.5911
C 6.1266 0.9175 5.2854
C 6.5595 1.0939 6.7550
O 6.2278 -2.2852 5.3549
C 7.2116 -2.5302 6.3377
C 6.5217 -2.6586 7.6985
H 10.1857 -3.5983 3.3681
H 9.6385 -4.4576 1.9469
H 9.9499 -2.6873 1.9173
H 7.4505 -3.2149 2.1009
H 7.8459 -4.0151 3.6434
H 6.1864 1.8798 4.7770
H 5.0914 0.5800 5.2360
H 6.4667 0.1739 7.3321
H 7.6116 1.3755 6.7132
H 6.0709 1.8997 7.3028
H 7.8055 -3.4048 6.0724
H 7.8722 -1.6633 6.3532
H 5.8886 -1.8495 8.0625
H 5.9175 -3.5611 7.7904
H 7.2975 -2.7758 8.4552
C 2.7273 5.6261 -8.6039
C 3.0994 5.7940 -7.1326
O 2.0547 6.3576 -6.4182
P 1.8629 6.1060 -4.8525
O 1.6114 4.6786 -4.4498
O 3.1813 6.8210 -4.1565
C 3.3562 6.8119 -2.7805
C 2.3916 7.7530 -2.0331
O 0.7289 7.1194 -4.4969
C -0.5430 6.9016 -5.0415
C -1.1546 8.1868 -5.5542
H 2.3604 6.5338 -9.0828
H 3.5092 5.1552 -9.1998
H 1.8261 5.0173 -8.6765
H 3.4657 4.8111 -6.8362
H 4.0230 6.3726 -7.1498
H 3.3558 5.7940 -2.3907
H 4.3533 7.1927 -2.5596
H 2.3083 8.7430 -2.4815
H 1.4103 7.2916 -1.9223
H 2.7859 7.9029 -1.0280
H -0.6304 6.1614 -5.8368
H -1.2218 6.5304 -4.2737
H -1.5434 8.8341 -4.7682
H -0.5481 8.7195 -6.2866
H -2.0267 7.9337 -6.1571
*
```

Calculated values
Orbital gap   1.3 eV
Largest force on an atom   0.0825 Eh/bohr
HOMO energy   -13.614 eV

Listed below, in e, are the Mulliken charges computed for each atom: 1.00 -0.35 0.82 -0.25 -0.27 0.34 -1.09 -0.36 -0.21 0.88 -0.71 -0.25 -0.10 -1.19 -0.35 -0.10 -1.06 0.29 0.29 0.37 0.29 0.44 0.32 0.27 0.30 0.35 0.32 0.39 0.22 0.39 0.20 0.30 -1.30 -0.11 -0.28 0.93 -0.69 -0.30 -0.22 -0.86 -0.25 -0.05 -1.41 0.32 0.38 0.33 0.31 0.29 0.34 0.30 0.05 0.28 0.41 0.30 0.39 0.29 0.37 0.40 -1.33 -0.18 -0.15 0.80 -0.66 -0.28 -0.28 -0.96 -0.17 -0.20 -1.23 0.33 0.38 0.34 0.36 0.29 0.28 0.31 0.26 0.25 0.42 0.34 0.30 0.32 0.34 0.39

ORCA calculation (ωB97M-V/def2-TZVPD) on a cluster of 10 separate species, C16H52O16 in total at a distorted geometry.

```
! wB97M-V def2-TZVPD RIJCOSX def2/J DEFGRID3
* xyz 0 1
C 2.4042 -2.1207 2.4906
C 2.2165 -3.4786 1.7289
O 1.4006 -4.3328 2.4707
O 2.5767 -2.4649 3.8491
H 1.5765 -1.4216 2.2965
H 3.2834 -1.4966 2.1257
H 3.2420 -3.8846 1.6052
H 1.8155 -3.1862 0.7830
H 1.3852 -4.0118 3.4038
H 2.8053 -1.6381 4.3354
C 1.8293 -2.2405 -2.0216
C 0.9150 -2.2312 -3.2463
O 1.8885 -2.2445 -4.3264
O 2.4719 -0.9459 -1.9179
H 2.5743 -3.0266 -2.1699
H 1.3089 -2.3792 -1.1080
H 0.1920 -1.4040 -3.1646
H 0.2402 -3.0649 -3.3801
H 1.5033 -2.2749 -5.2016
H 2.7967 -0.8131 -2.8163
C -1.4573 -2.3596 2.4878
C -2.4312 -3.1929 3.2714
O -3.4425 -3.6564 2.3971
O -0.8485 -3.0873 1.3647
H -0.6081 -1.9808 3.0390
H -1.9629 -1.5240 1.9984
H -2.9372 -2.5075 3.9663
H -1.9025 -4.0254 3.7464
H -3.1652 -4.3254 1.7636
H -0.2338 -3.7527 1.7274
C 4.7693 1.5465 -1.0381
C 5.2661 0.8020 -2.3615
O 4.3331 0.8344 -3.3504
O 4.4206 2.8933 -1.3423
H 5.4862 1.6679 -0.2051
H 3.8933 1.0946 -0.6787
H 5.4058 -0.2305 -2.0351
H 6.2609 1.1631 -2.7475
H 3.8318 1.6590 -3.1973
H 5.1895 3.4718 -1.4387
C -1.7500 4.4932 1.6823
C -0.4919 5.2122 2.1171
O -0.9131 6.4212 2.8403
O -2.6226 4.1759 2.7770
H -1.4903 3.6160 1.0985
H -2.3313 5.1811 1.0382
H 0.1765 5.5186 1.3447
H 0.1516 4.7175 2.8436
H -0.9378 7.2212 2.3097
H -2.8580 5.0205 3.2173
C 0.2001 0.8504 0.8127
C -0.9502 0.5128 -0.1529
O -0.6006 1.0168 -1.4103
O 1.4495 0.2149 0.5488
H -0.0657 0.6223 1.8549
H 0.3418 1.9339 0.6882
H -1.9506 0.8908 0.2090
H -1.1031 -0.5445 -0.3484
H -0.6338 2.0114 -1.4134
H 1.5772 0.0976 -0.4244
C -3.6213 0.1097 -3.1086
O -2.3016 -0.0127 -3.5362
H -4.2242 -0.7626 -3.4006
H -3.6639 0.2950 -2.0436
H -4.1013 1.0078 -3.5334
H -1.7243 0.2805 -2.8169
C -2.8219 0.7693 3.9587
O -1.7589 1.5376 3.4184
H -2.7837 0.7287 5.0720
H -3.7735 1.2105 3.6981
H -2.7857 -0.2525 3.5918
H -2.0205 2.4717 3.3369
C -2.8696 -3.6479 -1.6994
O -1.4617 -3.4021 -1.4408
H -3.2033 -4.4051 -0.9855
H -3.4166 -2.7384 -1.6467
H -2.9014 -4.0217 -2.7194
H -1.2727 -3.3940 -0.4996
C -0.6665 3.1268 -3.6671
O -0.2545 3.5229 -2.3668
H -0.9673 2.0744 -3.7393
H -1.6003 3.6887 -3.8723
H 0.0448 3.5097 -4.4156
H 0.6593 3.2905 -2.3206
*
```

Calculated values
Orbital gap   10.1 eV
Largest force on an atom   0.0650 Eh/bohr
HOMO energy   -9.759 eV

Listed below, in e, are the Mulliken charges computed for each atom: 0.19 -0.10 -0.63 -0.63 -0.28 0.40 0.42 -0.10 0.35 0.33 0.65 -0.30 -0.59 -0.24 0.41 -0.88 0.09 0.44 0.30 0.27 -0.16 -0.56 -0.55 -0.52 0.37 0.03 0.32 0.34 0.32 0.33 -0.17 -0.27 -0.51 -0.57 0.37 -0.03 0.22 0.32 0.33 0.31 0.10 -0.37 -0.57 -0.63 -0.09 0.32 0.35 0.22 0.30 0.34 0.07 -0.42 -0.27 -0.44 0.28 0.04 0.36 0.08 0.24 0.09 -0.64 -0.52 0.26 0.20 0.27 0.25 -0.37 -0.40 0.25 0.34 -0.07 0.30 -0.61 -0.27 0.27 0.20 0.25 0.28 -0.52 -0.52 0.20 0.19 0.35 0.27

ORCA calculation (ωB97M-V/def2-TZVPD) on a cluster of 4 separate species, C2H12O5 in total at a distorted geometry.

```
! wB97M-V def2-TZVPD RIJCOSX def2/J DEFGRID3
* xyz 0 1
O -0.3101 -1.1492 -0.0150
H -0.1352 -2.0375 -0.3489
H -0.2589 -1.2332 0.9495
O -2.0939 0.1301 -2.2612
H -1.4517 -0.3579 -1.7273
H -1.8960 -0.1101 -3.1722
O -1.2620 -3.3172 -3.4820
H -1.3550 -3.0222 -4.3950
H -0.4673 -2.8761 -3.1639
C 1.5953 1.3929 1.9709
C 0.2725 2.0519 1.6553
O -0.2913 1.6294 0.4152
O 1.3394 0.3122 2.9006
H 2.2460 2.1112 2.4815
H 2.0860 1.0194 1.0704
H 0.3044 3.1452 1.6236
H -0.4741 1.8337 2.4302
H 0.0432 0.7460 0.2007
H 2.1088 -0.2685 2.8676
*
```

Calculated values
Orbital gap   10.0 eV
Largest force on an atom   0.0227 Eh/bohr
HOMO energy   -9.843 eV

Listed below, in e, are the Mulliken charges computed for each atom: -0.65 0.29 0.32 -0.59 0.32 0.30 -0.62 0.32 0.30 -0.48 -0.31 -0.48 -0.53 0.32 0.38 0.30 0.24 0.30 0.29

ORCA calculation (ωB97M-V/def2-TZVPD) on a structure of composition C9H29FNO6Zr at a distorted geometry.

```
! wB97M-V def2-TZVPD RIJCOSX def2/J DEFGRID3
* xyz 3 1
Zr -2.8516 -0.6669 2.0942
F -1.6712 -1.6881 1.4316
O -1.7576 -3.8547 0.4574
H -1.1207 -4.3591 0.9635
H -1.6406 -2.9526 0.7553
O -3.7718 -2.0628 1.5011
H -3.6957 -2.4732 0.6397
H -4.1382 -2.7470 2.0613
O 0.7676 -1.9466 1.6982
H -0.1726 -1.8212 1.5698
H 0.8305 -2.6786 2.3117
O -1.3904 0.3449 1.5694
H -0.7881 0.1252 0.8586
H -0.9115 0.9799 2.1020
O -1.4893 -0.7411 3.2322
H -0.5456 -0.7070 3.0758
H -1.5747 -1.1389 4.0986
C -1.6758 -0.2395 -1.1436
C -0.2048 0.2887 -1.4490
C -0.3867 1.5983 -2.3222
C 0.9030 2.4347 -2.4376
C 1.6109 2.6792 -1.1054
C 1.7704 1.4246 -0.1944
N 0.4839 0.6396 -0.2032
O 0.4270 -0.4635 0.6498
C 2.9866 0.7061 -0.6834
C 2.0092 1.9839 1.2556
C 0.5783 -0.8208 -2.2363
H -2.2036 -0.4057 -2.0826
H -2.2657 0.5502 -0.6782
H -1.6805 -1.1159 -0.4955
H -0.7010 1.4117 -3.3491
H -1.1497 2.1986 -1.8268
H 0.5807 3.3545 -2.9256
H 1.6425 1.9680 -3.0883
H 1.2371 3.5912 -0.6399
H 2.5922 3.1199 -1.2812
H 2.9561 -0.2127 -0.0977
H 3.0395 0.4168 -1.7330
H 3.9105 1.1819 -0.3547
H 2.3158 1.2103 1.9596
H 2.8299 2.6735 1.4530
H 1.1017 2.4888 1.5869
H -0.1392 -1.4046 -2.8129
H 1.0674 -1.5181 -1.5561
H 1.3108 -0.2538 -2.8109
H 0.9748 -1.0984 0.1824
*
```

Calculated values
Orbital gap   3.5 eV
Largest force on an atom   0.2916 Eh/bohr
HOMO energy   -18.047 eV

Listed below, in e, are the Mulliken charges computed for each atom: 1.96 -0.68 -0.67 0.35 0.42 -0.40 0.40 0.44 -0.67 0.25 0.47 -0.40 0.12 0.52 -0.45 0.36 0.47 -1.88 0.92 -1.03 -0.74 -1.23 1.16 -0.05 0.21 -1.51 -1.81 -1.26 0.62 0.26 0.50 0.34 0.44 0.42 0.35 0.50 0.48 0.35 0.31 0.50 0.31 0.45 0.36 0.48 0.26 0.37 0.42